ORCA calculation (ωB97M-V/def2-TZVPD) on a structure of composition C13H27CrNSi2 in a non-equilibrium geometry.

Properties
Strongest force on any atom ... 0.1074 hartree/bohr
Gap between HOMO and LUMO (spin up / spin down) ... 5.65 / 6.63 eV
DFT total energy ... -59580.89518 eV
LUMO energy (spin up / spin down) ... 0.2 / 0.1 eV
Spin multiplicity ... 5
Relative energy (zero: lowest compared OMol25 entry of this formula, charge and spin) ... 3.1034 eV

Structure (XYZ):
```
44
Properties=species:S:1:pos:R:3:forces:R:3
Cr -0.153051 0.642254 0.370163 -5.01 -0.94 -2.14
C -1.301627 -2.600538 -0.631124 -0.36 -0.62 3.45
H -1.111897 -1.641481 -0.012636 -0.71 -1.32 -1.42
H -2.139100 -3.224464 -0.243277 -0.32 1.28 -0.18
H -0.572605 -3.303736 -0.264795 1.22 0.00 -0.35
H -1.357584 -2.616312 -1.674300 0.18 0.70 -1.46
H 0.228962 1.369548 -1.056319 -1.25 -1.99 0.51
C 0.206546 2.356329 -2.642098 0.13 1.29 -0.64
Si 0.473804 3.260669 -0.977499 0.68 -1.41 1.67
C 2.078457 4.232838 -1.043216 -0.25 0.46 -0.52
C -1.017134 4.392174 -0.675066 0.29 -0.21 -0.12
C 0.871329 2.195436 0.660844 0.92 1.02 0.23
C 2.040351 1.179195 0.728920 -2.75 2.07 0.24
C 3.330154 1.501543 1.074756 0.52 -0.27 0.01
C 4.186213 0.402587 1.320242 -0.10 1.98 -0.16
C 3.717029 -0.889814 1.099992 1.56 0.14 0.36
C 2.407938 -1.089884 0.663956 1.32 0.35 0.54
N 1.529836 -0.095151 0.543874 4.88 -1.32 0.88
Si -0.121283 2.432344 2.270006 1.72 0.72 -1.19
C 0.704970 4.018918 2.817608 -0.55 0.00 0.91
C -1.998757 2.549658 2.125204 0.11 0.00 0.03
C 0.270645 1.013355 3.441772 -0.09 0.08 0.11
H 0.228058 3.117959 -3.418691 0.08 0.26 -0.68
H -0.785695 1.874842 -2.680487 0.65 0.09 0.06
H 1.034579 1.650332 -2.835134 -0.56 0.20 0.07
H 2.022488 4.925106 -1.904346 0.51 -0.11 0.36
H 2.195414 4.793046 -0.095717 0.02 -0.21 -0.50
H 2.915397 3.520002 -1.157543 -0.27 0.42 -0.05
H -1.958672 3.815932 -0.688480 0.35 0.35 -0.04
H -0.923253 4.951042 0.272526 -0.13 -0.19 -0.44
H -1.003081 5.099906 -1.522864 -0.22 -0.13 0.36
H 3.564717 2.604319 1.172957 -0.01 -1.68 -0.01
H 5.190511 0.709427 1.659323 -0.40 -0.96 -0.13
H 4.472555 -1.687921 1.304910 -1.24 0.35 -0.44
H 2.150409 -2.093286 0.454136 -0.88 -0.81 -0.19
H 0.461335 4.844171 2.122618 0.16 -0.36 0.45
H 0.337126 4.224801 3.839202 0.43 0.53 -0.23
H 1.796850 3.834405 2.818405 -0.58 0.19 0.08
H -2.469720 1.579701 1.869273 0.15 0.46 0.15
H -2.314402 2.842818 3.140285 -0.23 -0.11 -0.27
H -2.325707 3.314907 1.407170 0.07 -0.30 0.32
H -0.396232 0.146681 3.284462 0.26 0.26 0.18
H 1.318067 0.685194 3.343793 -0.37 0.12 0.13
H 0.104588 1.426506 4.445535 0.05 -0.41 0.06
```
Positions in Å, forces in eV/Å.